Entry from the OMol25 dataset: a molecular structure, C27H35FN11O4ReS at a distorted geometry (the ωB97M-V functional and the def2-TZVPD basis).

Properties
- Strongest force on any atom: 3.36 eV Å⁻¹
- Energy relative to the best compared isomer or geometry (same formula, charge and spin): 0.0 kcal/mol
- HOMO-LUMO gap (alpha / beta): 5.61 / 3.26 eV
- Lowest unoccupied orbital energy (alpha / beta): -8.4 / -10.8 eV
- <S²>: 3.77
- DFT total energy: -2528.6619 hartree

Geometry as ORCA input:
```
! RIJCOSX wB97M-V def2-TZVPD def2/J DEFGRID3
* xyz 3 4
Re -0.724 0.405 -1.874
N 1.235 -1.921 -6.030
C 1.253 -0.845 -4.964
C 2.477 -0.979 -4.074
C 2.394 0.016 -2.914
N 1.362 -0.387 -1.887
C 2.163 1.428 -3.452
C 0.997 1.582 -4.429
N -0.337 1.513 -3.732
C 1.110 0.547 -5.554
H 2.113 -2.438 -6.082
H 1.039 -1.550 -6.960
H 0.488 -2.584 -5.768
H 0.367 -1.046 -4.379
H 3.380 -0.749 -4.647
H 2.577 -2.000 -3.695
H 3.359 0.012 -2.408
H 1.783 -0.259 -0.972
H 1.187 -1.395 -1.953
H 3.071 1.722 -3.985
H 2.074 2.125 -2.623
H 1.070 2.564 -4.896
H -1.038 1.119 -4.362
H -0.673 2.463 -3.582
H 1.982 0.802 -6.162
H 0.231 0.605 -6.203
C -1.297 4.335 2.080
N -0.779 3.581 0.934
C -1.103 2.371 0.495
N -0.371 2.084 -0.581
C 0.393 3.210 -0.749
N 0.179 4.123 0.156
C -0.464 4.141 3.329
C 0.074 5.232 4.025
C 0.819 5.056 5.190
C 1.055 3.788 5.679
C 0.520 2.686 4.984
C -0.246 2.878 3.817
C 0.755 1.365 5.418
N 1.493 0.907 6.447
N 1.458 -0.407 6.402
C 0.693 -0.754 5.353
O 0.232 0.339 4.719
C 0.362 -2.033 4.848
C 0.938 -3.195 5.393
C 0.622 -4.415 4.827
C -0.250 -4.481 3.745
C -0.847 -3.329 3.211
C -1.893 -3.445 2.127
N -1.925 -2.299 1.211
C -0.947 -1.677 0.566
N -1.469 -0.728 -0.209
C -2.822 -0.835 0.012
N -3.126 -1.777 0.860
C -0.541 -2.113 3.770
H -2.327 4.017 2.244
H -1.309 5.379 1.776
H -1.888 1.758 0.904
H 1.086 3.367 -1.554
H -0.092 6.237 3.654
H 1.218 5.918 5.707
H 1.639 3.629 6.576
H -0.657 2.015 3.309
H 1.621 -3.119 6.229
H 1.055 -5.323 5.224
H -0.486 -5.449 3.318
H -2.885 -3.469 2.576
H -1.771 -4.360 1.548
H 0.094 -1.938 0.650
H -3.545 -0.207 -0.485
H -1.009 -1.209 3.404
F -2.548 1.117 -1.974
C -2.618 -3.378 -2.720
S -1.086 -2.630 -3.142
O -0.761 -3.057 -4.487
O -0.089 -2.939 -2.134
O -1.357 -1.128 -3.161
H -2.407 -4.412 -2.452
H -3.262 -3.339 -3.596
H -3.069 -2.840 -1.889
*
```